# 1
{
  "formula": "C5H16O2",
  "method": "ωB97M-V/def2-TZVPD",
  "symbols": ["C", "C", "C", "C", "C", "H", "H", "H", "H", "H", "H", "H", "H", "H", "H", "H", "H", "O", "H", "H", "O", "H", "H"],
  "positions_angstrom": [[1.873, 1.712, -0.499], [1.389, 0.561, 0.397], [0.005, 0.675, 1.070], [-0.286, -0.689, 1.719], [-1.095, 1.131, 0.124], [2.322, 1.384, -1.441], [1.127, 2.423, -0.855], [2.658, 2.350, -0.084], [1.336, -0.260, -0.314], [2.220, 0.314, 1.053], [0.211, 1.399, 1.852], [-1.366, -0.821, 1.787], [0.162, -0.754, 2.707], [0.144, -1.542, 1.187], [-0.736, 1.967, -0.470], [-1.940, 1.454, 0.730], [-1.449, 0.338, -0.506], [0.143, -1.733, -1.900], [0.795, -1.227, -1.409], [-0.564, -1.199, -2.269], [-2.525, -2.197, -1.063], [-1.560, -2.253, -1.095], [-2.865, -3.030, -0.723]],
  "forces_ev_per_a": [[0.45, 1.08, -0.48], [0.15, 0.32, -1.68], [1.64, -0.72, -0.06], [-0.19, 0.26, 0.17], [0.34, 0.46, 0.88], [-0.01, -0.46, 0.12], [-0.34, -0.15, 0.32], [-0.12, -0.16, 0.46], [0.02, -0.37, 0.36], [-0.32, -0.16, 0.50], [-0.67, 0.38, 0.29], [0.03, -0.23, 0.21], [-0.13, 0.10, 0.27], [-0.20, 0.18, -0.39], [-0.32, 0.07, -0.13], [-0.13, 0.11, -0.14], [-0.07, -0.48, -0.43], [-0.10, -1.11, -0.16], [-0.44, 0.38, -0.26], [0.39, 0.62, 0.02], [-0.22, 0.21, -0.01], [-0.01, -0.39, 0.21], [0.23, 0.06, -0.06]],
  "lowdin_charge": [-0.104, -0.228, -0.415, -0.073, -0.059, 0.070, 0.055, 0.067, 0.057, 0.116, 0.128, 0.076, 0.072, 0.073, 0.060, 0.085, 0.055, -0.044, 0.009, 0.046, -0.071, -0.013, 0.039],
  "largest_force_ev_per_a": 1.79,
  "relative_energy_kcal_mol": 14.8,
  "spin_multiplicity": 1,
  "total_energy_ev": -9539.1875,
  "gap_ha": 0.4361,
  "e_homo_ev": -11.0,
  "smiles": "CCC(C)C.O.O"
}


# 2
{
  "formula": "C6H13F",
  "method": "ωB97M-V/def2-TZVPD",
  "symbols": ["C", "C", "C", "C", "C", "C", "F", "H", "H", "H", "H", "H", "H", "H", "H", "H", "H", "H", "H", "H"],
  "positions_angstrom": [[1.756, -1.591, 0.089], [-0.700, 1.657, 0.837], [-1.411, -0.862, 0.353], [-0.659, 0.651, -1.501], [1.323, -0.153, 0.447], [-0.597, 0.383, 0.005], [2.299, 0.706, -0.119], [1.878, -1.692, -0.968], [0.857, -2.179, 0.304], [2.663, -1.884, 0.598], [-1.395, 2.426, 0.276], [0.319, 2.291, 0.765], [-0.987, 1.457, 1.789], [-2.199, -0.493, 0.989], [-1.744, -1.282, -0.637], [-0.844, -1.616, 0.931], [-1.640, 0.839, -2.008], [-0.205, -0.262, -1.903], [0.023, 1.506, -1.789], [1.264, 0.099, 1.544]],
  "forces_ev_per_a": [[-1.93, 1.36, 0.48], [1.60, 2.84, -4.75], [0.57, 0.47, -0.51], [1.45, 0.48, -0.36], [-1.51, 0.70, -0.38], [3.71, -0.28, -0.31], [-1.16, -0.15, 0.33], [0.33, 0.21, -0.76], [0.67, -0.55, 0.39], [-0.02, -0.23, 0.28], [0.71, -1.59, 1.38], [-2.04, -1.71, 0.50], [-0.82, -0.14, 2.99], [-0.90, -0.41, 0.03], [-0.09, 0.04, 1.38], [-0.39, 0.39, -0.31], [0.49, -0.28, 0.93], [-0.24, 0.21, -0.64], [-0.70, -0.85, 0.35], [0.26, -0.50, -1.01]],
  "lowdin_charge": [-0.058, -0.091, -0.066, -0.103, -0.212, -0.448, -0.083, 0.064, 0.052, 0.074, 0.113, 0.126, 0.021, 0.069, 0.096, 0.066, 0.093, 0.069, 0.094, 0.123],
  "largest_force_ev_per_a": 5.76,
  "relative_energy_kcal_mol": 22.5,
  "spin_multiplicity": 1,
  "total_energy_ev": -9148.0183,
  "gap_ha": 0.3604,
  "e_homo_ev": -8.9
}


# 3
{
  "formula": "C34H52BrIN2O6S3",
  "method": "ωB97M-V/def2-TZVPD",
  "symbols": ["C", "C", "C", "C", "N", "C", "C", "C", "C", "N", "C", "O", "C", "C", "I", "C", "S", "C", "C", "C", "C", "C", "C", "C", "O", "Br", "C", "C", "O", "C", "S", "S", "C", "C", "C", "H", "H", "H", "H", "H", "H", "H", "H", "H", "H", "H", "H", "H", "H", "H", "H", "H", "H", "H", "H", "H", "H", "H", "H", "H", "H", "H", "H", "H", "H", "H", "H", "H", "H", "C", "C", "C", "O", "H", "H", "H", "H", "H", "H", "C", "C", "C", "O", "H", "H", "H", "H", "H", "H", "C", "C", "C", "O", "H", "H", "H", "H", "H", "H"],
  "positions_angstrom": [[5.910, -3.271, 2.638], [4.515, -2.803, 3.104], [3.777, -1.840, 2.131], [4.314, -1.876, 0.681], [3.350, -1.186, -0.192], [2.884, -2.042, -1.309], [1.908, -3.124, -0.866], [0.605, -2.562, -0.253], [-0.412, -2.177, -1.348], [-1.754, -2.815, -1.207], [-2.530, -2.150, -2.204], [-2.387, -2.201, -3.399], [-3.583, -1.295, -1.518], [-4.472, -0.394, -2.018], [-4.571, -0.026, -4.089], [-5.295, 0.243, -1.095], [-6.442, 1.450, -1.748], [-5.221, -0.041, 0.263], [-6.146, 0.699, 1.197], [-7.412, -0.094, 1.558], [-8.242, 0.765, 2.550], [-4.324, -0.969, 0.742], [-4.243, -1.328, 2.213], [-4.437, -2.815, 2.469], [-5.144, -3.533, 1.821], [-3.447, -3.592, 3.973], [-3.507, -1.570, -0.168], [-2.446, -2.608, 0.027], [-2.188, -3.246, 1.020], [3.901, -0.022, -0.785], [5.284, 0.045, -1.653], [2.931, 1.441, -0.554], [3.995, 2.891, -0.665], [4.692, 3.221, 0.701], [3.787, 2.891, 1.909], [5.843, -4.118, 1.951], [6.441, -3.656, 3.515], [6.522, -2.477, 2.207], [3.914, -3.687, 3.331], [4.659, -2.271, 4.050], [2.717, -2.106, 2.070], [3.830, -0.832, 2.551], [5.279, -1.368, 0.708], [4.513, -2.908, 0.384], [2.512, -1.424, -2.132], [3.773, -2.547, -1.724], [1.676, -3.767, -1.723], [2.417, -3.775, -0.147], [0.897, -1.636, 0.252], [0.241, -3.306, 0.453], [-0.465, -1.084, -1.460], [-0.007, -2.535, -2.298], [-7.639, 0.934, -1.389], [-5.623, 0.980, 2.117], [-6.478, 1.643, 0.760], [-8.068, -0.276, 0.703], [-7.177, -1.037, 2.060], [-8.619, 1.639, 2.008], [-7.575, 1.177, 3.314], [-9.055, 0.201, 3.003], [-3.352, -0.925, 2.697], [-5.089, -0.837, 2.707], [3.420, 3.780, -0.939], [4.785, 2.786, -1.410], [5.560, 2.558, 0.763], [4.985, 4.270, 0.739], [2.757, 3.206, 1.726], [4.149, 3.430, 2.793], [3.834, 1.836, 2.180], [-0.673, 3.370, -1.995], [0.127, 4.608, -1.683], [0.700, 5.375, -2.850], [0.305, 4.972, -0.542], [-1.019, 2.924, -1.064], [-1.540, 3.626, -2.605], [-0.048, 2.646, -2.521], [-0.105, 5.722, -3.500], [1.383, 4.739, -3.415], [1.249, 6.239, -2.480], [1.218, 6.917, 1.431], [1.420, 8.362, 1.810], [0.738, 8.847, 3.068], [2.098, 9.105, 1.138], [1.758, 6.705, 0.515], [1.598, 6.268, 2.223], [0.160, 6.718, 1.266], [1.096, 8.280, 3.929], [-0.343, 8.731, 2.975], [0.967, 9.900, 3.221], [0.213, -6.793, -2.831], [1.480, -7.171, -3.558], [1.450, -7.115, -5.066], [2.476, -7.504, -2.959], [0.374, -6.876, -1.758], [-0.058, -5.762, -3.068], [-0.598, -7.464, -3.117], [1.229, -6.099, -5.398], [0.692, -7.800, -5.450], [2.421, -7.410, -5.458]],
  "forces_ev_per_a": [[-0.21, -0.39, 0.58], [0.39, 0.37, -0.21], [-0.05, -0.84, -0.04], [-0.06, 0.38, 1.57], [-0.08, 0.26, -1.00], [0.60, -0.87, -0.27], [-0.25, 0.22, 0.17], [0.65, 0.13, -0.48], [1.31, -0.97, 0.17], [-0.45, 1.29, -0.72], [-1.34, 0.57, -0.83], [0.58, -0.37, 0.78], [1.34, -1.15, 0.05], [-0.25, 0.26, -0.83], [0.03, -0.02, 0.31], [-0.79, 0.24, -0.93], [-0.19, 0.30, -0.08], [-0.93, 1.15, 0.44], [-0.26, -0.22, 0.10], [-0.52, 0.72, 1.11], [0.64, 0.14, -0.55], [0.20, -0.65, 1.18], [-0.35, 0.22, 0.22], [-0.46, -1.09, -0.93], [0.71, 1.06, 0.80], [-0.25, 0.43, -0.07], [0.58, -0.72, -0.56], [0.55, -0.52, 0.59], [-0.20, 0.77, -0.36], [0.89, 1.38, -0.31], [0.08, -0.25, 0.24], [-0.81, -0.53, 0.26], [1.28, 0.76, 0.57], [-0.86, -1.33, 0.04], [0.58, 0.67, 0.26], [0.05, 0.26, -0.18], [0.06, 0.07, -0.14], [-0.08, -0.05, -0.02], [-0.02, 0.10, -0.09], [-0.15, -0.12, -0.02], [0.06, 0.09, 0.19], [-0.02, 0.06, -0.36], [-0.08, -0.01, -0.50], [-0.27, 0.11, -0.28], [-0.29, 0.08, 0.30], [-0.14, 0.11, -0.10], [0.06, 0.07, 0.05], [-0.08, 0.13, 0.03], [-0.19, -0.30, 0.45], [-0.40, 0.31, 0.00], [-0.40, -0.11, 0.27], [-0.30, 0.02, -0.01], [0.44, -0.14, 0.19], [-0.03, -0.14, -0.06], [0.23, -0.10, -0.10], [0.42, -0.28, -0.17], [0.06, -0.10, -0.38], [-0.26, -0.14, 0.14], [-0.21, -0.24, 0.19], [0.00, 0.14, 0.00], [0.09, -0.31, -0.12], [0.15, -0.24, 0.18], [-0.52, -0.48, -0.13], [-0.32, -0.27, -0.18], [0.21, 0.41, 0.05], [0.13, -0.10, -0.25], [0.01, -0.17, 0.10], [-0.07, 0.02, -0.13], [-0.27, -0.01, -0.23], [-0.06, -0.06, 0.26], [0.01, 0.01, 0.09], [0.12, 0.16, 0.23], [-0.02, -0.16, -0.16], [0.02, 0.01, 0.00], [0.09, -0.07, -0.16], [-0.08, 0.04, -0.16], [0.04, -0.14, -0.12], [-0.14, -0.03, -0.13], [-0.02, -0.01, 0.01], [0.27, 0.32, -0.02], [0.08, -0.03, -0.03], [0.12, 0.27, -0.07], [-0.01, 0.03, 0.01], [-0.04, 0.00, -0.01], [-0.19, -0.04, 0.05], [0.01, -0.13, 0.12], [-0.16, -0.09, 0.00], [0.01, -0.15, 0.11], [0.01, -0.02, -0.02], [0.18, -0.03, 0.23], [0.05, -0.03, 0.04], [0.26, -0.08, 0.03], [0.01, 0.02, 0.00], [0.01, 0.00, -0.02], [-0.17, -0.07, -0.11], [-0.08, 0.15, -0.11], [-0.17, -0.05, -0.04], [-0.11, 0.14, -0.04], [-0.01, 0.00, 0.03]],
  "lowdin_charge": [-0.121, -0.237, -0.168, -0.214, -0.216, -0.212, -0.172, -0.150, -0.120, 0.064, -0.379, 0.066, -0.134, -0.624, 0.976, -0.545, 0.757, -0.170, -0.199, -0.228, -0.099, -0.099, -0.103, -0.790, 0.049, 0.705, -0.028, -0.300, 0.114, -1.088, 0.717, 0.897, -0.487, -0.281, -0.150, 0.070, 0.069, 0.069, 0.101, 0.096, 0.098, 0.099, 0.088, 0.120, 0.122, 0.115, 0.110, 0.110, 0.103, 0.107, 0.135, 0.118, -0.103, 0.118, 0.077, 0.104, 0.104, 0.074, 0.072, 0.072, 0.128, 0.108, 0.069, 0.044, 0.095, 0.103, 0.061, 0.070, 0.046, -0.021, -0.495, -0.015, 0.050, 0.081, 0.086, 0.082, 0.087, 0.087, 0.082, -0.037, -0.503, -0.028, 0.064, 0.065, 0.087, 0.078, 0.082, 0.083, 0.079, -0.025, -0.510, -0.026, 0.066, 0.081, 0.077, 0.085, 0.084, 0.084, 0.080],
  "largest_force_ev_per_a": 1.77,
  "spin_multiplicity": 1,
  "total_energy_ev": -162014.5641,
  "gap_ha": 0.2896,
  "e_homo_ev": -8.7,
  "smiles": "CCCCN(CCCCN1C(=O)c2c(I)c(S)c(CCC)c(CC(=O)Br)c2C1=O)C(=S)SCCC.CC(C)=O.CC(C)=O.CC(C)=O"
}


# 4
{
  "formula": "C9H16Cl3N2O3S3SbZr",
  "method": "ωB97M-V/def2-TZVPD",
  "symbols": ["Zr", "Cl", "C", "Cl", "H", "H", "S", "Sb", "S", "S", "C", "N", "C", "C", "N", "C", "H", "H", "H", "H", "H", "H", "Cl", "C", "C", "O", "O", "H", "H", "C", "C", "O", "H", "H", "H", "H", "H", "H"],
  "positions_angstrom": [[-0.226, 0.166, -0.099], [2.717, 1.577, -0.297], [2.975, 0.839, -1.872], [1.847, -0.536, -2.152], [3.978, 0.437, -1.928], [2.764, 1.566, -2.647], [-1.089, -0.848, 2.875], [-2.187, 1.278, 2.433], [0.120, 1.779, 1.874], [-2.712, 0.754, 0.204], [3.623, -2.009, 3.638], [2.796, -1.947, 2.432], [2.598, -2.957, 1.516], [1.730, -2.471, 0.598], [1.371, -1.181, 0.948], [2.044, -0.912, 2.061], [4.281, -2.869, 3.555], [2.987, -2.118, 4.513], [4.222, -1.106, 3.711], [3.094, -3.908, 1.602], [1.332, -2.963, -0.270], [1.988, 0.016, 2.604], [0.343, 2.133, -4.610], [-1.115, 2.059, -3.589], [-0.776, 1.299, -2.347], [-0.130, 1.867, -1.404], [-1.082, 0.088, -2.187], [-1.896, 1.552, -4.146], [-1.400, 3.074, -3.328], [-1.357, -3.088, -2.306], [-2.067, -2.468, -1.138], [-1.060, -1.905, -0.221], [-2.096, -3.520, -2.983], [-0.687, -3.888, -1.991], [-0.796, -2.343, -2.870], [-2.624, -3.198, -0.554], [-2.732, -1.656, -1.423], [-1.362, -1.983, 0.706]],
  "forces_ev_per_a": [[-0.92, 0.27, 0.89], [0.07, -0.05, -0.03], [-0.06, -0.10, -0.13], [0.09, 0.10, 0.10], [0.02, 0.03, -0.01], [0.01, 0.04, 0.01], [0.00, 0.29, -0.24], [-0.02, -0.07, 0.31], [0.12, -0.31, -0.22], [0.18, -0.23, -0.32], [-0.10, -0.04, -0.18], [0.02, -0.07, 0.02], [0.13, 0.07, 0.10], [-0.14, -0.01, -0.04], [0.19, -0.05, -0.09], [-0.02, 0.08, -0.10], [0.02, 0.01, 0.03], [0.04, 0.01, 0.04], [0.00, 0.01, 0.05], [-0.01, 0.00, -0.02], [-0.02, 0.02, 0.00], [0.01, -0.02, 0.04], [0.06, -0.03, 0.05], [-0.10, 0.05, -0.04], [0.20, -0.04, 0.13], [0.18, 0.11, -0.25], [-0.02, 0.01, -0.17], [-0.01, 0.01, 0.01], [-0.02, 0.00, -0.04], [-0.01, -0.08, -0.17], [0.07, 0.16, 0.29], [0.10, 0.02, 0.02], [0.01, 0.00, 0.01], [-0.01, 0.00, 0.04], [0.00, 0.02, 0.03], [-0.01, -0.04, -0.06], [-0.02, -0.02, -0.06], [-0.02, -0.14, -0.01]],
  "lowdin_charge": [1.185, 0.607, -0.862, 0.643, 0.043, 0.026, 0.036, 0.444, -0.067, -0.033, 0.022, -0.098, -0.024, -0.145, -0.166, -0.250, 0.098, 0.103, 0.101, 0.131, 0.097, 0.079, 0.633, -0.441, -0.766, -0.235, -0.192, 0.095, 0.099, -0.063, -0.234, -0.324, 0.094, 0.084, 0.064, 0.133, 0.086, -0.001],
  "largest_force_ev_per_a": 1.31,
  "relative_energy_kcal_mol": 7.9,
  "spin_multiplicity": 2,
  "total_energy_ev": -96606.2005,
  "gap_ha": [0.3040, 0.2371],
  "e_homo_ev": [-11.6, -11.5],
  "charge": 1
}


# 5
{
  "formula": "C14H22IrN3S",
  "method": "ωB97M-V/def2-TZVPD",
  "symbols": ["Ir", "C", "C", "C", "C", "C", "C", "C", "C", "C", "C", "H", "H", "H", "H", "H", "H", "H", "H", "H", "H", "H", "H", "H", "H", "H", "C", "C", "C", "N", "N", "C", "N", "S", "H", "H", "H", "H", "H", "H", "H"],
  "positions_angstrom": [[-0.311, -0.274, -0.163], [0.942, -0.179, -1.936], [0.129, 1.030, -1.891], [-1.233, 0.632, -2.021], [-1.285, -0.823, -2.100], [0.054, -1.324, -2.050], [0.473, -2.742, -2.208], [-2.522, -1.619, -2.248], [-2.420, 1.511, -2.030], [0.650, 2.422, -1.835], [2.417, -0.221, -1.936], [0.645, -2.931, -3.273], [-0.297, -3.435, -1.876], [1.404, -2.957, -1.687], [-2.755, -1.671, -3.320], [-3.377, -1.155, -1.759], [-2.405, -2.641, -1.895], [-2.809, 1.539, -3.056], [-2.191, 2.531, -1.733], [-3.226, 1.116, -1.409], [0.835, 2.761, -2.859], [1.593, 2.483, -1.297], [-0.065, 3.109, -1.387], [2.811, -1.168, -1.574], [2.859, 0.606, -1.383], [2.740, -0.116, -2.981], [1.140, 2.289, 4.735], [0.308, 2.074, 3.471], [0.260, 0.662, 3.026], [-0.035, 0.235, 1.823], [-0.047, -1.127, 1.664], [0.262, -1.784, 2.796], [0.315, -3.085, 2.911], [0.558, -0.659, 4.102], [1.112, 3.341, 5.009], [2.183, 2.010, 4.584], [0.734, 1.733, 5.584], [0.652, 2.684, 2.632], [-0.736, 2.368, 3.650], [0.108, -3.690, 2.126], [0.529, -3.536, 3.793]],
  "forces_ev_per_a": [[-0.03, -0.01, -0.11], [0.10, 0.04, -0.01], [-0.01, -0.02, 0.05], [-0.05, 0.04, 0.03], [0.04, -0.02, 0.00], [-0.08, -0.03, 0.03], [0.00, 0.00, -0.01], [0.00, -0.01, 0.02], [0.00, 0.00, 0.00], [0.01, 0.00, -0.01], [0.00, -0.02, -0.01], [0.00, 0.00, 0.00], [0.00, 0.00, 0.00], [0.00, 0.00, 0.00], [0.00, 0.00, 0.00], [0.00, 0.00, 0.00], [0.00, 0.00, 0.00], [0.01, 0.00, 0.00], [0.01, 0.00, 0.00], [0.00, 0.00, -0.01], [0.00, 0.00, 0.00], [0.00, 0.01, 0.01], [0.00, 0.00, 0.01], [-0.01, 0.00, 0.00], [0.00, 0.00, 0.00], [0.00, 0.00, 0.00], [0.00, 0.01, 0.00], [-0.03, 0.00, 0.02], [-0.01, 0.04, -0.05], [-0.01, 0.00, 0.01], [0.01, -0.01, 0.03], [0.02, 0.08, 0.05], [-0.01, -0.01, -0.01], [0.00, -0.08, -0.01], [0.00, 0.00, 0.00], [0.00, 0.00, 0.00], [0.00, 0.00, 0.00], [0.03, -0.01, -0.01], [0.01, 0.00, 0.01], [0.01, -0.01, 0.01], [0.00, 0.00, 0.00]],
  "lowdin_charge": [1.569, -0.252, -0.264, -0.230, -0.246, -0.274, 0.026, 0.037, 0.040, 0.027, 0.037, 0.136, 0.098, 0.098, 0.146, 0.107, 0.103, 0.146, 0.103, 0.112, 0.137, 0.099, 0.100, 0.104, 0.106, 0.149, -0.078, -0.197, -0.481, -0.151, -0.153, -0.564, 0.226, 1.287, 0.105, 0.096, 0.083, 0.137, 0.155, 0.158, 0.161],
  "largest_force_ev_per_a": 0.11,
  "spin_multiplicity": 2,
  "total_energy_ev": -32989.3450,
  "gap_ha": [0.2867, 0.2109],
  "e_homo_ev": [-20.2, -20.0],
  "charge": 3
}